Record 1
Computed, not measured: a 7-piece molecular cluster, C46H70BrN3O17S overall, with the ωB97M-V functional and the def2-TZVPD basis.

Each line ends with the Mulliken charge.
Geometry (Å):
C -0.3650 -1.5042 -6.1858  -0.85
C -1.4891 -2.1753 -5.1648  0.30
C -2.1568 -0.9546 -4.2892  0.02
C -3.1257 0.0857 -5.1697  -0.74
C -3.9430 1.3647 -4.4749  0.41
N -4.7961 2.1744 -5.4132  -0.56
C -5.4766 3.2320 -4.5895  0.56
O -6.4216 4.1312 -5.3325  -0.41
C -7.6125 3.2907 -5.6316  -0.27
C -8.9949 3.9510 -4.9680  -0.59
N -9.0282 3.4340 -3.5182  -0.08
C -10.3657 2.7932 -3.2138  -0.78
C -10.2073 1.6808 -1.9764  0.42
C -10.0621 2.3802 -0.5001  -1.05
O -11.4375 0.8445 -1.9284  -0.58
C -5.3167 3.5239 -2.9967  -0.36
N -4.4288 2.6793 -2.1328  -0.27
C -3.7451 1.5635 -2.8719  0.07
C -2.7640 0.5297 -1.9991  0.37
C -2.6936 0.8334 -0.3693  -0.77
C -1.7351 2.1382 -0.1082  -0.76
C -0.7665 2.5567 -1.3618  0.05
C 0.4633 3.5049 -0.7394  -0.61
S 2.0848 3.0744 -1.6504  0.92
O 3.2521 4.0508 -1.2838  -0.55
O 1.8764 3.1617 -3.2122  -0.61
O 2.6136 1.4713 -1.3496  -0.39
C -1.9402 -0.7387 -2.6443  0.45
C -0.9772 -1.7951 -1.8500  -0.68
Br 0.3504 -0.9038 -0.5803  -0.12
C -1.7285 -3.0808 -1.1763  0.08
C -3.2210 -2.8320 -0.5842  -0.84
H -0.0015 -0.4742 -5.7266  0.29
H 0.5311 -2.2560 -6.3604  0.23
H -0.9135 -1.2818 -7.2220  0.25
H -2.3457 -2.5995 -5.8750  0.42
H -1.0695 -3.0657 -4.5325  -0.55
H -3.2446 -0.0891 -6.3440  0.19
H -7.7993 3.1629 -6.7902  0.28
H -7.5297 2.1948 -5.1947  0.23
H -8.9147 5.1270 -4.9711  0.27
H -9.9438 3.5729 -5.5570  0.33
H -8.7868 4.2050 -2.8509  0.21
H -11.1670 3.5760 -2.8486  0.16
H -10.8107 2.1784 -4.1186  0.34
H -9.2892 0.9661 -2.1305  0.22
H -11.1368 2.3215 0.0058  0.28
H -9.3047 1.7803 0.1771  0.23
H -9.7491 3.5106 -0.5183  0.27
H -11.1885 -0.1324 -1.8058  0.35
H -5.9235 4.4134 -2.4968  0.27
H -3.7940 1.1628 -0.0439  0.36
H -2.4036 -0.1007 0.2741  0.32
H -2.4491 3.0675 0.1194  0.26
H -1.0740 2.0144 0.8630  0.35
H -0.2200 1.6635 -1.8911  0.07
H -1.3460 3.1530 -2.2181  0.19
H 0.6598 3.2610 0.3925  0.31
H 0.1749 4.6272 -0.9033  0.37
H 2.7394 1.3370 -0.3455  0.33
H -0.2528 -2.2579 -2.6810  0.40
H -1.0362 -3.5791 -0.3441  0.35
H -1.8220 -3.9064 -2.0318  -0.05
H -3.2520 -3.1854 0.5544  0.21
H -3.9608 -3.5768 -1.1490  0.32
H -3.6678 -1.7627 -0.7133  0.15
O 8.8774 3.8355 1.8671  -0.63
C 7.7868 4.0011 1.3461  0.58
C 7.5523 4.2898 -0.1058  -0.42
C 6.1257 4.7779 -0.1050  -0.38
C 5.5284 4.0495 1.0705  0.08
O 6.5957 3.9058 2.0065  -0.41
H 7.6654 3.3642 -0.6770  0.24
H 8.2386 5.0572 -0.4711  0.30
H 5.5975 4.5874 -1.0430  0.27
H 6.1075 5.8588 0.0802  0.26
H 5.1641 3.0528 0.8005  -0.20
H 4.7106 4.6141 1.5276  0.35
O -10.2113 -1.8781 -1.4904  -0.65
C -10.8064 -2.5188 -0.6398  0.62
C -10.4063 -3.8709 -0.1320  -0.49
C -11.6600 -4.3294 0.5691  -0.47
C -12.2821 -3.0320 1.0148  -0.44
O -11.9185 -2.0778 0.0182  -0.33
H -9.5695 -3.7584 0.5629  0.27
H -10.1399 -4.5382 -0.9548  0.30
H -11.4719 -5.0222 1.3935  0.31
H -12.3204 -4.8298 -0.1496  0.27
H -11.8920 -2.6941 1.9807  0.26
H -13.3719 -3.1024 1.0777  0.30
O 3.1732 -0.3185 3.7658  -0.66
C 4.2811 -0.0929 3.3078  0.51
C 5.3498 -1.1172 3.0736  -0.51
C 6.5760 -0.2592 2.8902  0.01
C 6.0063 1.0121 2.3172  -0.24
O 4.7073 1.1365 2.8942  -0.34
H 5.1102 -1.6832 2.1691  0.27
H 5.4517 -1.7842 3.9327  0.24
H 7.3378 -0.7153 2.2524  0.53
H 7.0305 -0.0547 3.8672  -0.22
H 5.9020 0.9671 1.2281  0.22
H 6.6114 1.8849 2.5795  0.13
O 7.6858 -2.8476 5.0754  -0.59
C 8.6767 -2.3379 5.5720  0.49
C 9.3199 -1.0635 5.1155  -0.26
C 10.6665 -1.1291 5.7906  -0.73
C 10.3748 -1.9316 7.0315  -0.01
O 9.3349 -2.8351 6.6600  -0.39
H 8.7270 -0.2164 5.4717  0.28
H 9.4172 -1.0385 4.0277  0.28
H 11.0972 -0.1472 6.0042  0.34
H 11.3710 -1.6760 5.1521  0.33
H 10.0165 -1.3066 7.8561  -0.07
H 11.2500 -2.4950 7.3681  0.35
O -0.5428 -5.6142 -3.7780  -0.57
C 0.0110 -5.6340 -4.8648  0.41
C 1.0664 -6.6117 -5.2847  -0.34
C 1.6467 -5.9457 -6.5066  -0.54
C 0.4775 -5.1610 -7.0414  -0.45
O -0.2800 -4.7836 -5.8927  -0.27
H 0.5924 -7.5666 -5.5281  0.27
H 1.8183 -6.7403 -4.5027  0.30
H 2.0614 -6.6494 -7.2332  0.34
H 2.4474 -5.2593 -6.2053  0.26
H -0.1603 -5.7614 -7.6986  0.26
H 0.7995 -4.2657 -7.5811  0.35
O 9.6903 0.6936 8.4565  -0.60
C 10.1415 0.5845 9.5846  0.60
C 9.3595 0.7467 10.8528  -0.44
C 10.4518 0.8990 11.8810  -0.49
C 11.5839 0.1084 11.2792  -0.41
O 11.4353 0.2523 9.8675  -0.33
H 8.7634 -0.1541 11.0229  0.27
H 8.7209 1.6322 10.8118  0.29
H 10.1663 0.5518 12.8775  0.32
H 10.7375 1.9551 11.9595  0.27
H 11.5268 -0.9561 11.5298  0.27
H 12.5601 0.4935 11.5883  0.30

Summary:
orbital gap	6.91	eV
E_HOMO	-7.94	eV
net charge	0
structure (SMILES)	CCc1cc2nc(OCCNC[C@@H](C)O)cnc2c(CCCCS(=O)(=O)O)c1[C@@H](Br)CC.O=C1CCCO1.O=C1CCCO1.O=C1CCCO1.O=C1CCCO1.O=C1CCCO1.O=C1CCCO1
E_LUMO	-1.03	eV

Record 2
Computed, not measured: C35H40N4P2Pb as an isolated structure, with the ωB97M-V functional and the def2-TZVPD basis.

Each line ends with the Mulliken charge.
Geometry (Å):
Pb 1.0477 3.0841 3.8895  0.79
C -0.3728 -2.1444 3.7563  -0.81
C 0.4307 -1.7529 2.7579  -0.43
C 0.1167 -1.5537 1.2971  -0.49
C -0.5317 -0.2100 0.9105  0.52
C -1.9513 0.0397 1.3742  -0.59
C -2.7166 -0.7234 2.1548  -0.57
C -2.5656 -2.1977 2.3719  -0.79
C -1.8060 -2.6194 3.6374  -0.59
C -1.1873 3.2852 3.9166  -0.87
H 0.0721 -2.3398 4.7338  0.42
H 1.5181 -1.6944 2.9434  0.36
H -0.4256 -2.4031 0.8630  0.10
H 1.1159 -1.5646 0.8292  0.71
H 0.1365 0.5781 1.3068  0.11
H -0.4949 -0.1190 -0.1931  -0.15
H -2.2678 1.0684 1.1450  0.64
H -3.5759 -0.2770 2.6716  0.37
H -2.1241 -2.6852 1.5047  0.32
H -3.5863 -2.5884 2.4946  0.42
H -2.3357 -2.2619 4.5316  0.37
H -1.8326 -3.7164 3.6961  0.35
H -1.4860 2.9949 4.9299  0.23
H -1.5135 2.5118 3.2027  0.01
H -1.5511 4.2794 3.6619  0.37
P -0.3264 1.1258 -3.7821  -0.02
P 2.5058 -0.4582 -2.9896  -0.17
N -2.0150 0.6804 -4.0840  0.41
N -0.3594 2.3569 -5.1096  0.35
N 1.9527 -2.1381 -2.8321  0.31
N 4.1863 -0.9279 -3.3296  0.30
C 0.3826 -0.2331 -4.8435  -0.60
C 1.9153 -0.2997 -4.7437  -1.18
C -2.9528 0.6026 -3.0471  -0.43
C -4.1659 0.1482 -3.5598  -0.62
C -3.9765 -0.0634 -4.9670  -0.66
C -2.6551 0.2551 -5.2493  -0.10
C -0.0734 3.6977 -4.8506  -0.46
C -0.0885 4.4086 -6.0434  -0.63
C -0.3931 3.4747 -7.0896  -0.71
C -0.5445 2.2323 -6.4856  -0.04
C 1.1905 -2.4711 -1.7114  -0.10
C 0.7624 -3.7849 -1.8125  -0.38
C 1.2117 -4.2743 -3.0820  -1.20
C 1.8954 -3.2302 -3.7000  -0.15
C 4.7661 -2.0185 -3.9890  -0.12
C 6.1256 -1.7791 -4.1757  -0.58
C 6.4006 -0.4841 -3.6183  -0.58
C 5.2083 0.0128 -3.1204  -0.40
H 0.0974 -0.1240 -5.9005  0.37
H -0.0852 -1.1650 -4.4904  0.50
H 2.2867 -1.1265 -5.3672  0.49
H 2.3602 0.6318 -5.1254  0.51
H -2.6529 0.8668 -2.0473  0.42
H -5.0778 -0.0113 -3.0040  0.41
H -4.7175 -0.3968 -5.6864  0.42
H -2.1291 0.1832 -6.1901  0.19
H 0.1282 4.0088 -3.8375  0.39
H 0.0855 5.4636 -6.1646  0.41
H -0.4975 3.6784 -8.1418  0.44
H -0.7415 1.2831 -6.9562  0.22
H 1.0173 -1.7072 -0.9724  -0.13
H 0.2072 -4.3346 -1.0609  0.45
H 1.0590 -5.2652 -3.4875  0.45
H 2.3252 -3.1954 -4.6897  0.48
H 4.1978 -2.8856 -4.2617  0.28
H 6.8301 -2.4458 -4.6502  0.44
H 7.3624 0.0090 -3.5931  0.41
H 4.9690 0.9430 -2.6317  0.36
C 0.6876 2.3728 6.0083  -1.06
C 0.1805 2.1619 7.1263  0.30
C -0.3527 1.9090 8.4241  0.46
C 0.2011 0.8956 9.2377  -0.39
C -0.3600 0.5830 10.4823  -0.42
C -1.5041 1.2753 10.9333  -0.40
C -2.0075 2.3387 10.1741  -0.39
C -1.4411 2.6607 8.9369  -0.44
H 1.0813 0.3622 8.8746  0.40
H 0.0861 -0.1963 11.1020  0.36
H -1.9777 0.9871 11.8754  0.36
H -2.8528 2.9220 10.5558  0.35
H -1.8305 3.4951 8.3564  0.39

Summary:
orbital gap	7.25	eV
E_HOMO	-8.16	eV
net charge	0
ΔE to the lowest compared entry with this formula, charge and spin	0.0	kJ/mol
E_LUMO	-0.92	eV

Record 3
Computed, not measured: a 2-piece molecular cluster, CBrCl2F overall, with the ωB97M-V functional and the def2-TZVPD basis.

Each line ends with the Mulliken charge.
Geometry (Å):
C -0.1934 -0.2660 -0.2372  0.33
F -0.6434 0.9376 -0.5652  -0.15
Cl -0.8051 -0.9767 1.1010  -0.03
Cl 1.5353 -0.4088 -0.5656  -0.08
Br 1.7772 0.4345 2.5336  -0.07

Summary:
orbital gap (spin up / spin down)	10.06 / 5.58	eV
E_HOMO (spin up / spin down)	-10.85 / -8.97	eV
net charge	0
ΔE to the lowest compared entry with this formula, charge and spin	130.1	kJ/mol
E_LUMO (spin up / spin down)	-0.79 / -3.40	eV

Record 4
Computed, not measured: CH2ClN2OP as an isolated structure, with the ωB97M-V functional and the def2-TZVPD basis.

Each line ends with the Mulliken charge.
Geometry (Å):
C -1.0161 -0.8102 -0.2618  0.18
N -2.1294 -0.4222 -0.7227  -0.30
N -2.4574 0.8148 -0.2816  -0.28
O -0.3057 0.2157 0.4295  -0.21
P -1.2759 1.4856 0.5822  0.27
Cl 3.7867 0.2733 -0.2836  -0.22
H -0.4428 -1.7780 -0.3914  0.35
H 3.8406 0.2210 0.9295  0.22

Summary:
orbital gap	9.88	eV
E_HOMO	-10.05	eV
net charge	0
ΔE to the lowest compared entry with this formula, charge and spin	44.6	kJ/mol
E_LUMO	-0.17	eV

Record 5
Computed, not measured: the molecule C5H10O2, with the ωB97M-V functional and the def2-TZVPD basis.

Each line ends with the Mulliken charge.
Geometry (Å):
C -1.2538 -1.0771 -0.4846  -1.67
C 0.1523 -0.8803 0.5214  0.14
O 1.2676 -0.9712 -0.3009  -0.44
C 1.0369 0.1723 -1.1034  -0.48
C 0.8315 1.3117 -0.1047  -0.57
C 0.1768 0.5610 1.0817  -0.10
O -1.1042 0.9823 1.4702  -0.56
H -1.0980 -1.8631 -1.2441  0.39
H -1.7773 -0.2861 -1.0819  0.45
H -2.0129 -1.4078 0.2039  0.45
H 0.2271 -1.6811 1.2728  0.39
H 0.0353 -0.0596 -1.4999  0.27
H 1.8147 0.2582 -1.8592  0.40
H 1.7732 1.7911 0.1681  0.28
H 0.1498 2.0773 -0.4771  0.28
H 0.7897 0.6684 1.9789  0.39
H -1.6898 0.7390 0.7418  0.38

Summary:
orbital gap	10.62	eV
E_HOMO	-9.75	eV
net charge	0
ΔE to the lowest compared entry with this formula, charge and spin	251.2	kJ/mol
structure (SMILES)	C[C@H]1OCC[C@H]1O
E_LUMO	0.87	eV

Record 6
Computed, not measured: an isolated ion of composition C7H11ClN3O3 and charge +1, with the ωB97M-V functional and the def2-TZVPD basis.

Each line ends with the Mulliken charge.
Geometry (Å):
C -1.7202 -0.3040 1.8963  -1.74
C -0.8077 -0.2628 0.6700  0.95
C -1.6166 -0.3627 -0.6458  -0.95
C -0.7397 -0.5623 -1.8873  -0.61
O 0.2060 0.4871 -1.9528  -0.46
N -0.1378 0.9746 0.6572  0.00
C 0.4403 1.9565 0.4958  0.61
C 1.2491 3.0833 0.2921  -0.53
Cl 2.8730 2.3408 -0.0617  -0.06
N 0.2055 -1.3113 0.7507  -0.02
C 1.4543 -1.0770 0.4800  -0.30
N 2.3467 -2.0517 0.1468  0.97
O 2.1117 -2.0776 -1.0800  -0.52
O 3.2278 -2.5735 0.7555  -0.55
H -2.4119 0.5331 1.8750  0.41
H -1.1371 -0.2604 2.8143  0.43
H -2.3044 -1.2217 1.8958  0.44
H -2.1965 0.5527 -0.7600  0.42
H -2.3082 -1.2011 -0.5641  0.41
H -0.2284 -1.5316 -1.8518  0.34
H -1.3945 -0.5509 -2.7667  0.45
H 0.8302 0.2792 -2.6560  0.30
H 1.3255 3.7193 1.1795  0.39
H 0.9231 3.6637 -0.5771  0.29
H -0.1905 -2.2417 0.8943  0.30

Summary:
orbital gap	8.72	eV
E_HOMO	-13.14	eV
net charge	+1
ΔE to the lowest compared entry with this formula, charge and spin	698.7	kJ/mol
structure (SMILES)	C[C@@](CCO)([N+]#CCCl)[NH+]=C=[N+]([O-])[O-]
E_LUMO	-4.42	eV

Computed maximum force, in the same sequence as the records: 7.80, 3.90, 2.64, 2.80, 1.86, 3.68 eV Å⁻¹.
Computed total energy, in the same sequence as the records: -168974.637, -66723.817, -98838.702, -27907.246, -9440.439, -30559.207 eV.